Record 1
Formula: C3H3N3O
Source: OMol25
Level of theory: ωB97M-V with the def2-TZVPD basis set

XYZ file:
```
10
C3H3N3O ωB97M-V with the def2-TZVPD basis set
O 1.29239 1.23589 0.95582
N 1.43662 -0.98251 1.75122
N 0.24522 -1.35276 0.05465
N 0.80901 -1.93311 0.97014
C 1.37260 0.15568 1.36091
C -1.02012 0.66969 -1.04370
C -0.22921 -0.32607 -0.36115
H -1.96441 0.10811 -1.56405
H -1.38634 1.33095 -0.23110
H -0.55576 1.09414 -1.89274
```

The HOMO-LUMO gap is 8.133 eV. As for the HOMO energy: -8.00 eV.

***

Record 2
Formula: C3H3N3O
Source: OMol25
Level of theory: ωB97M-V with the def2-TZVPD basis set

XYZ file:
```
10
C3H3N3O ωB97M-V with the def2-TZVPD basis set
O -0.03887 1.09003 -1.76866
N -0.12620 -1.71197 0.24709
N 0.46291 -2.01523 1.17646
N 0.31914 0.85352 0.50214
C -0.65901 -0.93725 -0.67415
C 0.83364 0.55924 1.63190
C -0.10000 0.38160 -0.61905
H -1.38293 -1.32679 -1.37250
H 0.35854 1.14566 2.44312
H 0.33277 1.96119 -1.56633
```

The HOMO-LUMO gap (alpha / beta) is 7.964 / 7.965 eV. As for the HOMO energy (alpha / beta): -7.66 / -7.66 eV.

***

Record 3
Formula: C3H3N3O
Source: OMol25
Level of theory: ωB97M-V with the def2-TZVPD basis set

XYZ file:
```
10
C3H3N3O ωB97M-V with the def2-TZVPD basis set
O 0.90548 -1.15190 1.83825
N -1.52591 0.22863 1.28236
N -2.48544 0.48262 0.80675
N -0.90909 1.54780 -0.91841
C 0.72930 -0.26308 -0.37662
C -0.23593 0.63598 -0.49733
C 1.28576 -1.07675 0.68970
H 1.23947 -0.23937 -1.33648
H 2.19057 -1.62266 0.35149
H -1.24725 1.47471 -1.85866
```

The HOMO-LUMO gap is 8.859 eV. As for the HOMO energy: -9.28 eV.

***

Record 4
Formula: C3H3N3O
Source: OMol25
Level of theory: ωB97M-V with the def2-TZVPD basis set

XYZ file:
```
10
C3H3N3O ωB97M-V with the def2-TZVPD basis set
O -1.09875 1.46935 -0.46517
N 0.79196 0.38185 -0.91885
N 0.72366 -0.43509 1.23972
N -0.38477 -1.07066 0.89529
C -1.02635 -0.90132 -0.23138
C -0.51115 0.30732 -0.81871
C 1.42262 0.01529 0.18091
H -0.55623 1.61281 0.35460
H 2.49026 0.16567 0.27389
H -1.85125 -1.54522 -0.51029
```

The HOMO-LUMO gap (alpha / beta) is 8.985 / 8.984 eV. As for the HOMO energy (alpha / beta): -9.62 / -9.62 eV.

***

Record 5
Formula: C3H3N3O
Source: OMol25
Level of theory: ωB97M-V with the def2-TZVPD basis set

XYZ file:
```
10
C3H3N3O ωB97M-V with the def2-TZVPD basis set
O -0.25946 0.74541 -2.00630
N -1.06934 -0.72893 -0.96393
N -1.12830 -0.61353 0.27616
N 1.17310 1.07539 -0.22469
C 0.33896 1.22998 -1.10433
C 1.10322 0.17783 0.81958
C -0.00322 -0.57384 1.07413
H -1.98401 -0.42732 -1.35262
H 2.00329 0.12749 1.42988
H -0.17425 -1.01248 2.05212
```

The HOMO-LUMO gap (alpha / beta) is 8.492 / 8.492 eV. As for the HOMO energy (alpha / beta): -8.54 / -8.54 eV.

***

Record 6
Formula: C3H3N3O
Source: OMol25
Level of theory: ωB97M-V with the def2-TZVPD basis set

XYZ file:
```
10
C3H3N3O ωB97M-V with the def2-TZVPD basis set
O 1.64697 -1.20303 1.78524
N -0.64852 2.51522 0.39166
N 0.98691 -0.40738 1.13129
N 0.61611 0.71099 1.58971
C -0.50087 -1.18705 -1.60717
C -1.11870 -0.18894 -1.37072
C 0.01456 1.69905 0.89388
H -1.51293 0.71495 -1.03198
H -0.11934 -2.15878 -1.87856
H 0.63582 -0.49503 0.09664
```

The HOMO-LUMO gap is 9.797 eV. As for the HOMO energy: -10.74 eV.

***

Result set for energy: -9671.9076, -9672.7967, -9674.9985, -9673.5982, -9673.0097, -9671.2037 eV, one per record in the order listed.
Result set for energy relative to the best compared isomer or geometry (same formula, charge and spin): 535.17, 449.38, 236.94, 372.05, 428.83, 603.09 kJ/mol, one per record in the order listed.